(one)
2 unconnected molecules or ions with the total composition C5H11NO2. Source: the OMol25 dataset; level of theory: the ωB97M-V functional and the def2-TZVPD basis.

Spin multiplicity: 1
SMILES: C=C(C)C(=C)N.OO
Molar mass, g mol⁻¹: 117.15

Structure (XYZ):
```
19
C5H11NO2 the ωB97M-V functional and the def2-TZVPD basis
C 0.628 -1.731 0.133
C -0.371 -0.887 -0.105
C -1.783 -1.232 0.267
C -0.182 0.385 -0.890
C -1.138 0.873 -1.692
N 1.082 0.982 -0.836
H 1.649 -1.551 -0.160
H 0.448 -2.678 0.613
H -2.293 -0.364 0.679
H -2.337 -1.561 -0.612
H -1.796 -2.036 0.997
H -0.962 1.744 -2.302
H -2.113 0.432 -1.766
H 1.311 1.556 -1.635
H 1.843 0.399 -0.521
O 0.881 1.702 1.861
O 2.160 1.121 2.082
H 0.657 1.521 0.873
H 2.315 1.324 3.013
```

Atomic partial charges in e from the natural (NBO) method, atoms 1 to 4: atom 1 (C): -0.376, atom 2 (C): -0.020, atom 3 (C): -0.639, atom 4 (C): 0.139

=====

(two)
C5H11NO2 in the gas phase. Source: the OMol25 dataset; level of theory: the ωB97M-V functional and the def2-TZVPD basis.

Spin multiplicity: 1
SMILES: CC[C@@H](NC)C(=O)O
Molar mass, g mol⁻¹: 117.15

Structure (XYZ):
```
19
C5H11NO2 the ωB97M-V functional and the def2-TZVPD basis
C 1.248 1.549 -1.161
C 0.243 0.323 -1.043
C -0.574 0.321 0.291
N -1.562 -0.814 0.219
C -0.998 -2.176 0.034
C 0.411 0.223 1.502
O 1.012 -0.660 2.091
O 0.609 1.451 1.954
H 2.211 1.116 -1.163
H 1.026 2.194 -0.284
H 0.970 2.172 -1.917
H -0.558 0.220 -1.836
H 0.773 -0.449 -1.324
H -1.249 1.242 0.353
H -2.307 -0.609 -0.395
H -0.065 -2.201 -0.562
H -1.842 -2.762 -0.387
H -0.709 -2.509 1.014
H 1.360 1.371 2.614
```

Atomic partial charges in e from the natural (NBO) method, atoms 1 to 4: atom 1 (C): -0.624, atom 2 (C): -0.398, atom 3 (C): -0.137, atom 4 (N): -0.633

=====

Most favorable first, least favorable last: (two), (one)

=====

(one)
C5H11NO2 in the gas phase. Source: the OMol25 dataset; level of theory: the ωB97M-V functional and the def2-TZVPD basis.

Spin multiplicity: 1
Molar mass, g mol⁻¹: 117.15

Structure (XYZ):
```
19
C5H11NO2 the ωB97M-V functional and the def2-TZVPD basis
C -0.794 1.046 -0.326
C -0.554 -0.072 -1.281
C -0.415 -1.973 0.465
N 1.035 0.783 0.948
C 0.295 -1.031 -0.478
C 1.494 -0.346 0.040
O -1.798 0.942 0.549
O -0.516 2.326 -0.646
H -1.849 1.742 1.094
H -0.079 2.364 -1.510
H 0.661 0.418 1.819
H 1.666 1.584 1.033
H -1.521 -0.508 -1.545
H -0.041 0.337 -2.167
H -1.225 -2.509 -0.041
H -0.877 -1.510 1.364
H 0.286 -2.722 0.848
H 2.156 -1.024 0.588
H 2.074 0.151 -0.753
```

Atomic partial charges in e from the natural (NBO) method, atoms 1 to 4: atom 1 (C): 0.839, atom 2 (C): -0.521, atom 3 (C): -0.634, atom 4 (N): -0.834

=====

(two)
3 unconnected molecules or ions with the total composition C5H11NO2. Source: the OMol25 dataset; level of theory: the ωB97M-V functional and the def2-TZVPD basis.

Spin multiplicity: 1
SMILES: Cc1cc[nH]c1.O.O
Molar mass, g mol⁻¹: 117.15

Structure (XYZ):
```
19
C5H11NO2 the ωB97M-V functional and the def2-TZVPD basis
C 0.209 -0.154 1.575
C -0.042 0.157 0.131
C 1.069 0.386 -0.843
C 0.541 0.606 -2.136
N -0.824 0.468 -2.026
C -1.091 0.011 -0.728
H -0.621 -0.124 2.313
H 0.588 -1.297 1.762
H 0.979 0.475 1.959
H 2.084 0.571 -0.549
H 0.941 0.948 -3.087
H -1.424 0.451 -2.744
H -2.076 -0.328 -0.392
O 2.374 -2.295 -0.804
H 2.128 -2.287 0.144
H 1.747 -1.761 -1.341
O -2.565 1.537 2.270
H -2.276 0.599 2.248
H -1.740 2.035 2.249
```

Atomic partial charges in e from the natural (NBO) method, atoms 1 to 4: atom 1 (C): -0.621, atom 2 (C): -0.122, atom 3 (C): -0.321, atom 4 (C): -0.078

=====

(three)
C5H11NO2 in the gas phase. Source: the OMol25 dataset; level of theory: the ωB97M-V functional and the def2-TZVPD basis.

Spin multiplicity: 1
SMILES: CNCCCC(=O)O
Molar mass, g mol⁻¹: 117.15

Structure (XYZ):
```
19
C5H11NO2 the ωB97M-V functional and the def2-TZVPD basis
C -0.722 -0.564 2.441
N -0.041 -0.865 1.152
C -0.972 -0.687 0.020
C -0.195 -0.762 -1.292
C 0.218 0.642 -1.887
C 1.047 1.359 -0.875
O 0.533 2.005 0.010
O 2.382 1.098 -0.825
H -0.845 -1.442 3.088
H 0.093 -0.040 2.973
H -1.699 -0.101 2.287
H 0.794 -0.311 1.078
H -1.436 0.308 0.125
H -1.724 -1.464 0.157
H -0.946 -1.131 -2.009
H 0.624 -1.478 -1.228
H 0.794 0.474 -2.794
H -0.760 1.108 -1.975
H 2.854 1.849 -0.446
```

Atomic partial charges in e from the natural (NBO) method, atoms 1 to 4: atom 1 (C): -0.426, atom 2 (N): -0.633, atom 3 (C): -0.230, atom 4 (C): -0.389

=====

Most favorable first, least favorable last: (three), (two), (one)